{"formula": "C19H30N4O14S3", "method": "ωB97M-V/def2-TZVPD", "elements": ["C", "N", "O", "O", "H", "H", "H", "O", "S", "O", "O", "C", "C", "O", "H", "H", "H", "H", "O", "S", "O", "O", "C", "C", "O", "H", "H", "H", "H", "O", "S", "O", "O", "C", "C", "O", "H", "H", "H", "H", "C", "C", "C", "N", "C", "H", "H", "H", "H", "H", "C", "C", "C", "N", "C", "H", "H", "H", "H", "H", "C", "C", "C", "N", "C", "H", "H", "H", "H", "H"], "coordinates": [[0.966, 1.579, 4.430], [1.552, 0.763, 5.528], [1.061, 0.939, 6.626], [2.435, -0.021, 5.273], [1.372, 1.311, 3.457], [1.049, 2.637, 4.646], [-0.069, 1.258, 4.337], [2.304, -4.091, 4.043], [1.621, -3.605, 2.895], [1.519, -2.193, 2.686], [2.122, -4.320, 1.497], [1.481, -5.588, 1.380], [0.058, -5.325, 1.898], [0.151, -4.277, 2.834], [1.434, -5.876, 0.334], [2.060, -6.278, 1.997], [-0.291, -6.232, 2.400], [-0.654, -5.068, 1.115], [5.527, 3.701, -1.766], [4.440, 3.644, -2.698], [3.978, 4.844, -3.360], [4.744, 2.438, -3.755], [4.480, 1.217, -3.029], [3.114, 1.501, -2.423], [3.207, 2.876, -2.011], [4.679, 0.398, -3.709], [5.235, 1.208, -2.234], [2.741, 0.760, -1.726], [2.392, 1.609, -3.240], [-0.290, 0.006, -3.602], [-0.265, -0.560, -4.908], [-0.522, -1.964, -4.996], [-1.282, 0.213, -5.912], [-0.574, 1.135, -6.762], [0.778, 0.412, -6.954], [1.060, -0.055, -5.654], [-1.045, 1.209, -7.738], [-0.502, 2.098, -6.267], [1.543, 1.127, -7.250], [0.685, -0.385, -7.690], [-0.064, 0.426, 1.155], [-0.762, 1.660, 1.180], [-0.578, 2.254, -0.043], [0.160, 1.380, -0.821], [0.464, 0.253, -0.098], [-0.114, -0.321, 1.933], [-1.257, 2.006, 2.071], [-0.899, 3.243, -0.321], [0.296, 1.501, -1.809], [0.862, -0.573, -0.664], [-2.868, -0.777, 5.062], [-2.523, 0.530, 4.577], [-2.241, 1.312, 5.663], [-2.609, 0.597, 6.791], [-2.991, -0.652, 6.421], [-3.238, -1.615, 4.494], [-2.526, 0.810, 3.536], [-1.733, 2.239, 5.872], [-2.458, 0.861, 7.746], [-3.325, -1.411, 7.110], [-4.101, -0.299, -2.860], [-4.462, 0.990, -2.410], [-3.615, 1.358, -1.374], [-2.750, 0.311, -1.237], [-3.106, -0.744, -1.995], [-4.510, -0.844, -3.693], [-5.339, 1.518, -2.750], [-3.626, 2.189, -0.693], [-1.961, 0.329, -0.610], [-2.420, -1.576, -1.927]], "forces_ev_per_a": [[-0.39, -0.56, -1.00], [-0.10, 0.24, -0.17], [0.02, 0.02, 0.18], [0.06, 0.00, -0.05], [0.67, 0.08, 0.31], [0.04, -0.03, 0.21], [-0.14, 0.24, 0.48], [0.01, -0.26, -0.53], [-0.55, 0.37, -0.87], [0.07, -1.15, -0.15], [0.08, 1.10, 0.89], [-0.29, 0.39, 0.28], [0.11, -1.30, -0.01], [0.48, 0.77, 0.49], [0.38, -0.01, 0.02], [-0.33, -0.31, -0.16], [-0.16, 0.20, 0.06], [0.17, 0.23, -0.03], [-0.70, 0.12, -0.58], [0.10, 0.21, -0.35], [0.57, -2.04, 0.72], [-0.20, 1.22, 0.06], [0.87, 0.76, 0.74], [-0.34, 0.03, -2.35], [0.24, 0.46, 1.00], [-0.64, -0.13, -0.02], [-0.10, -0.44, 0.05], [0.27, 0.56, 0.75], [-0.06, -0.79, -0.04], [0.46, 0.42, -0.22], [-1.32, -0.18, -0.21], [0.55, 0.92, -0.54], [0.27, -0.35, 0.41], [0.72, -0.93, -0.32], [-0.84, 1.41, -0.36], [0.39, -0.94, 0.85], [-0.52, 0.04, 0.24], [0.13, 0.10, -0.01], [0.20, -0.20, 0.10], [0.08, -0.20, 0.16], [-0.50, -0.88, 0.07], [0.71, -0.25, 0.10], [0.16, -0.27, 0.36], [-0.50, 1.09, 0.45], [-0.41, 0.40, -0.70], [0.31, 0.00, 0.00], [-0.14, 0.43, -0.22], [0.12, -0.10, -0.52], [0.02, -0.13, -0.06], [0.25, -0.19, 0.48], [-1.12, 1.03, 0.18], [0.48, -0.62, -0.24], [-0.48, -0.12, 1.26], [0.35, -0.27, -0.44], [0.16, -0.85, -0.24], [0.19, 0.00, -0.11], [0.36, 0.08, 0.01], [-0.28, 0.30, -0.60], [0.14, 0.21, -0.02], [0.09, 0.20, 0.22], [0.33, -0.76, 0.81], [-0.31, 0.44, 0.22], [-0.37, -0.74, -1.08], [-0.18, 0.59, 1.63], [0.81, 0.56, -1.26], [-0.20, -0.07, 0.13], [0.18, 0.23, -0.04], [0.16, 0.14, -0.11], [-0.16, -0.19, 0.18], [-0.40, -0.32, -0.50]], "homo_lumo_gap_ev": 7.98, "e_above_lowest_kj_mol": 12.0, "smiles": "C[N+](=O)[O-].O=S1(=O)OCCO1.O=S1(=O)OCCO1.O=S1(=O)OCCO1.c1cc[nH]c1.c1cc[nH]c1.c1cc[nH]c1", "energy_ev": -87313.1229, "charge": 0}



{"formula": "C19H30N4O4S", "method": "ωB97M-V/def2-TZVPD", "elements": ["C", "C", "C", "C", "C", "O", "N", "C", "C", "C", "N", "C", "C", "N", "C", "O", "C", "C", "C", "S", "O", "O", "C", "C", "C", "N", "C", "C", "H", "H", "H", "H", "H", "H", "H", "H", "H", "H", "H", "H", "H", "H", "H", "H", "H", "H", "H", "H", "H", "H", "H", "H", "H", "H", "H", "H", "H", "H"], "coordinates": [[-3.193, 4.703, -0.671], [-1.798, 4.248, -0.972], [-1.435, 3.045, -1.626], [-0.053, 2.992, -1.689], [1.027, 2.106, -2.184], [2.189, 2.475, -2.014], [0.749, 0.924, -2.792], [1.870, 0.050, -3.132], [2.211, -0.922, -2.012], [1.029, -1.734, -1.466], [0.006, -0.982, -0.738], [0.540, -0.173, 0.353], [-0.482, 0.041, 1.465], [-1.018, -1.227, 1.937], [-0.278, -1.996, 2.780], [0.618, -1.555, 3.474], [-0.680, -3.472, 2.801], [0.018, -4.228, 3.940], [1.474, -4.437, 3.525], [1.433, -4.704, 1.750], [2.319, -3.775, 1.092], [1.530, -6.111, 1.460], [-0.271, -4.171, 1.498], [-1.024, -0.350, -1.547], [-0.559, 0.305, -2.861], [0.405, 4.131, -1.085], [-0.624, 4.901, -0.649], [-0.393, 6.190, 0.062], [-3.258, 5.790, -0.624], [-3.885, 4.368, -1.444], [-3.553, 4.313, 0.283], [-2.140, 2.325, -2.002], [1.588, -0.496, -4.036], [2.728, 0.675, -3.365], [2.967, -1.624, -2.376], [2.676, -0.369, -1.192], [0.532, -2.276, -2.278], [1.436, -2.487, -0.787], [1.383, -0.724, 0.779], [0.924, 0.806, 0.036], [-0.003, 0.540, 2.305], [-1.312, 0.669, 1.139], [-1.567, -1.727, 1.255], [-1.765, -3.522, 2.915], [-0.036, -3.665, 4.869], [-0.475, -5.190, 4.084], [2.064, -3.539, 3.692], [1.946, -5.308, 3.972], [-0.855, -5.073, 1.326], [-0.291, -3.531, 0.615], [-1.789, -1.090, -1.816], [-1.520, 0.397, -0.929], [-1.304, 1.017, -3.214], [-0.488, -0.461, -3.634], [1.394, 4.317, -1.022], [-1.300, 6.792, 0.061], [-0.104, 6.029, 1.103], [0.396, 6.771, -0.418]], "forces_ev_per_a": [[0.00, 0.00, 0.00], [0.00, 0.00, 0.00], [0.00, 0.00, 0.00], [0.00, 0.00, 0.00], [0.00, 0.00, 0.00], [0.00, 0.00, 0.00], [0.00, 0.00, 0.00], [0.00, 0.00, -0.01], [0.00, 0.00, 0.01], [0.00, 0.00, 0.00], [0.00, 0.00, 0.00], [0.00, 0.00, 0.00], [0.00, 0.00, 0.00], [0.05, -0.01, -0.06], [-0.05, 0.02, 0.06], [0.00, 0.00, 0.00], [-0.05, 0.01, 0.04], [0.05, -0.01, -0.04], [0.00, 0.00, 0.00], [0.00, 0.00, 0.00], [0.00, 0.00, 0.00], [0.00, 0.00, 0.00], [0.00, 0.00, 0.00], [0.00, 0.01, 0.00], [0.00, -0.01, 0.00], [0.00, 0.00, 0.00], [0.00, 0.00, 0.00], [0.00, 0.00, 0.00], [0.00, 0.00, 0.00], [0.00, 0.00, 0.00], [0.00, 0.00, 0.00], [0.00, 0.00, 0.00], [0.00, 0.00, 0.00], [0.00, 0.00, 0.00], [0.00, 0.00, 0.00], [0.00, 0.00, 0.00], [0.00, 0.00, 0.00], [0.00, 0.00, 0.00], [0.00, 0.00, 0.00], [0.00, 0.00, 0.00], [0.00, 0.00, 0.00], [0.00, 0.00, 0.00], [0.00, 0.00, 0.00], [0.00, 0.00, 0.00], [0.00, 0.00, 0.00], [0.00, 0.00, 0.00], [0.00, 0.00, 0.00], [0.00, 0.00, 0.00], [0.00, 0.00, 0.00], [0.00, 0.00, 0.00], [0.00, 0.00, 0.00], [0.00, 0.00, 0.00], [0.00, 0.00, 0.00], [0.00, 0.00, 0.00], [0.00, 0.00, 0.00], [0.00, 0.00, 0.00], [0.00, 0.00, 0.00], [0.00, 0.00, 0.00]], "homo_lumo_gap_ev": 8.66, "e_above_lowest_kj_mol": 61.0, "smiles": "Cc1cc(C(=O)N2CCCN(CCNC(=O)[C@@H]3CCS(=O)(=O)C3)CC2)[nH]c1C", "energy_ev": -45176.5841, "charge": 0}



{"formula": "C19H30NY", "method": "ωB97M-V/def2-TZVPD", "elements": ["C", "H", "H", "H", "C", "H", "H", "C", "H", "H", "H", "C", "C", "C", "C", "C", "C", "C", "C", "C", "C", "Y", "H", "H", "H", "H", "H", "H", "H", "H", "H", "H", "H", "H", "H", "H", "H", "C", "C", "C", "C", "N", "C", "C", "H", "H", "H", "H", "H", "H", "H"], "coordinates": [[-2.961, 1.184, -0.508], [-3.394, 0.199, -0.236], [-2.888, 2.059, 0.092], [-0.574, -0.892, 1.251], [-2.571, 1.237, -1.949], [-1.648, 1.844, -2.237], [-2.409, 0.238, -2.406], [-3.809, 1.875, -2.561], [-3.741, 1.958, -3.640], [-4.699, 1.305, -2.249], [-3.893, 2.840, -2.049], [1.627, 0.808, 0.676], [1.440, 1.830, -0.288], [0.328, 2.619, 0.115], [-0.171, 2.084, 1.344], [0.611, 0.932, 1.668], [0.493, 0.098, 2.901], [-1.193, 2.712, 2.221], [-0.146, 3.866, -0.549], [2.353, 2.111, -1.428], [2.773, -0.134, 0.721], [-0.966, 0.209, -0.292], [-1.617, 2.001, 2.950], [-0.719, 3.531, 2.794], [-2.020, 3.166, 1.651], [-0.464, 0.274, 3.415], [0.545, -0.977, 2.667], [1.309, 0.325, 3.604], [3.138, -0.359, -0.297], [3.636, 0.283, 1.287], [2.504, -1.096, 1.198], [1.862, 2.716, -2.208], [3.256, 2.670, -1.109], [2.703, 1.179, -1.906], [-1.250, 3.952, -0.592], [0.223, 4.757, -0.008], [0.229, 3.939, -1.584], [1.574, -5.967, -0.209], [1.053, -4.568, -0.178], [0.258, -4.116, 0.862], [-0.236, -2.831, 0.876], [0.034, -1.952, -0.156], [0.829, -2.368, -1.173], [1.335, -3.660, -1.206], [2.192, -6.176, 0.674], [0.751, -6.692, -0.217], [2.182, -6.119, -1.103], [0.019, -4.783, 1.696], [-0.878, -2.492, 1.682], [1.038, -1.645, -1.965], [1.953, -3.972, -2.041]], "forces_ev_per_a": [[-1.21, -0.90, -0.89], [-0.43, 0.98, 0.50], [-0.41, 0.39, 0.67], [-0.60, 1.85, 0.61], [0.74, 0.20, -0.98], [-0.93, -0.31, 0.64], [-0.21, 0.06, 0.20], [-0.67, 0.34, 0.50], [-0.07, 0.13, -0.06], [0.27, 0.13, -0.47], [-0.21, 0.14, -0.67], [0.17, 0.18, -1.23], [0.34, -1.30, 0.29], [-0.94, -0.10, 0.97], [-0.15, -0.23, -0.84], [-1.09, -0.31, 0.40], [0.57, -0.14, 1.13], [-0.41, 0.41, 0.50], [-0.16, 0.45, -0.40], [0.37, 0.09, -0.74], [0.50, -0.69, -0.11], [4.58, -0.31, 0.14], [0.13, 0.35, -0.32], [-0.31, -0.30, -0.14], [0.24, -0.06, 0.26], [0.40, -0.08, -0.15], [0.29, 0.51, 0.39], [-0.24, 0.01, -0.05], [-0.06, 0.10, 0.45], [-0.57, -0.14, -0.29], [0.12, 0.48, -0.15], [0.24, -0.23, 0.29], [-0.47, -0.28, -0.06], [-0.07, 0.40, 0.20], [0.48, -0.02, 0.16], [-0.18, -0.34, -0.19], [-0.15, 0.02, 0.43], [0.20, -0.14, -0.14], [0.19, 0.15, -0.51], [-0.39, -0.02, 0.84], [0.63, -0.34, -1.56], [-0.28, -0.98, -0.05], [-0.38, -0.60, 0.81], [0.11, 0.23, -0.19], [-0.16, 0.07, -0.16], [0.14, 0.18, 0.03], [-0.07, -0.11, 0.17], [0.05, 0.24, -0.28], [0.08, -0.05, -0.12], [0.02, -0.19, 0.12], [-0.04, 0.08, 0.06]], "homo_lumo_gap_ev": [5.76, 5.48], "e_above_lowest_kj_mol": 164.0, "energy_ev": -22703.5815, "charge": 2}



{"formula": "C19H31BrIN3O4P", "method": "ωB97M-V/def2-TZVPD", "elements": ["C", "C", "C", "C", "C", "C", "P", "N", "C", "C", "I", "N", "N", "C", "C", "C", "Br", "H", "H", "H", "H", "H", "H", "H", "H", "H", "H", "H", "H", "H", "H", "H", "H", "H", "H", "H", "O", "C", "O", "C", "C", "C", "H", "H", "H", "H", "H", "H", "O", "C", "O", "C", "C", "C", "H", "H", "H", "H", "H", "H"], "coordinates": [[-0.153, -1.084, -1.274], [0.147, 0.390, -0.926], [0.593, 1.153, -2.194], [-1.058, 0.969, -0.103], [-1.548, 2.326, -0.482], [-0.718, 3.463, -0.298], [0.883, 3.415, 0.579], [0.713, 3.148, 2.118], [-1.188, 4.675, -0.735], [-2.485, 4.701, -1.273], [-3.260, 6.539, -1.925], [-3.259, 3.678, -1.383], [-2.769, 2.488, -0.967], [-3.772, 1.425, -1.102], [-3.839, 0.698, -2.467], [-3.718, -0.816, -2.290], [-2.608, 1.385, -3.785], [0.778, -1.636, -1.188], [-0.840, -1.524, -0.563], [-0.530, -1.196, -2.285], [0.999, 0.341, -0.260], [1.594, 1.552, -2.071], [0.678, 0.455, -3.017], [-0.071, 1.941, -2.529], [-1.851, 0.238, -0.095], [-0.730, 1.061, 0.931], [1.451, 4.675, 0.308], [1.706, 2.466, -0.029], [-0.268, 3.048, 2.357], [-0.602, 5.574, -0.640], [-4.713, 1.941, -0.965], [-3.687, 0.740, -0.273], [-4.821, 0.896, -2.869], [-4.698, -1.186, -2.000], [-3.410, -1.316, -3.197], [-3.052, -1.058, -1.470], [5.702, -1.863, -0.201], [5.235, -1.011, 0.486], [4.002, -0.478, 0.247], [3.738, 0.588, 1.169], [4.648, 0.333, 2.364], [5.853, -0.334, 1.697], [3.965, 1.537, 0.672], [2.682, 0.568, 1.434], [4.885, 1.235, 2.922], [4.169, -0.369, 3.047], [6.586, 0.393, 1.346], [6.339, -1.066, 2.333], [-1.011, -2.372, 3.083], [-0.868, -3.337, 2.395], [-0.788, -3.244, 1.043], [-0.721, -4.559, 0.453], [-0.206, -5.465, 1.566], [-0.779, -4.790, 2.815], [-1.722, -4.837, 0.118], [-0.057, -4.525, -0.407], [-0.504, -6.503, 1.442], [0.883, -5.428, 1.597], [-1.784, -5.142, 3.049], [-0.142, -4.896, 3.688]], "forces_ev_per_a": [[0.27, 0.30, 0.25], [-0.26, -0.34, -0.52], [0.24, -0.25, 0.22], [0.36, 0.18, 0.04], [0.31, -0.71, 0.23], [0.06, 0.59, -0.94], [-0.16, -0.25, 1.97], [-0.24, -0.11, -0.88], [0.18, -0.91, 0.42], [-0.30, 1.38, -0.44], [0.09, -0.35, 0.08], [0.00, -0.77, 0.24], [-0.02, 0.79, -0.11], [-0.51, 0.22, -0.21], [-0.10, -0.54, 0.33], [-0.17, 0.37, 0.32], [0.13, 0.07, -0.08], [0.11, -0.22, -0.18], [-0.08, -0.18, 0.10], [-0.19, 0.03, -0.14], [0.09, 0.20, 0.29], [0.11, 0.28, 0.04], [-0.08, -0.10, -0.19], [-0.10, 0.16, 0.05], [-0.18, -0.01, -0.09], [0.04, -0.05, 0.21], [-0.01, -0.11, -0.57], [0.09, 0.23, -0.51], [0.09, 0.06, 0.48], [0.01, 0.21, -0.05], [-0.09, 0.19, 0.06], [0.22, -0.22, 0.05], [-0.07, 0.24, -0.28], [-0.15, -0.16, -0.02], [0.06, -0.10, -0.15], [0.35, -0.15, -0.10], [-0.07, -0.13, -0.11], [0.25, 0.09, 0.09], [-0.13, 0.03, -0.01], [-0.09, 0.10, 0.11], [0.17, -0.06, -0.03], [-0.45, 0.05, 0.18], [0.05, 0.00, 0.03], [-0.03, -0.03, -0.04], [0.00, 0.04, -0.06], [-0.03, 0.01, 0.00], [0.07, -0.04, -0.01], [0.17, -0.02, -0.11], [0.03, 0.19, -0.03], [-0.16, -0.10, 0.20], [-0.01, -0.11, -0.10], [0.07, -0.15, 0.01], [-0.04, 0.03, 0.13], [0.30, -0.08, -0.37], [-0.01, 0.00, 0.03], [-0.01, 0.14, -0.01], [-0.06, 0.02, -0.02], [0.01, -0.01, -0.03], [-0.01, 0.02, 0.08], [-0.14, 0.05, 0.13]], "homo_lumo_gap_ev": 7.34, "e_above_lowest_kj_mol": 0.0, "energy_ev": -120289.8929, "charge": 1}